Model A:
Entry from OMol25: a 2-piece molecular cluster, C4H15N2 overall (ωB97M-V with the def2-TZVPD basis set).

Geometry as XYZ:
```
21
Properties=species:S:1:pos:R:3:mulliken_charge:R:1
C 1.15021 0.75177 1.93781 -1.10
C 0.87212 -0.70030 1.56588 -0.28
N 1.38430 -1.01369 0.20736 -0.70
H 0.92103 1.48216 1.15862 0.25
H 0.53625 1.05765 2.78410 0.34
H 2.20802 0.87645 2.16621 0.38
H 1.32916 -1.34827 2.31408 0.37
H -0.19969 -0.91187 1.60298 0.20
H 2.31470 -0.61503 0.10747 0.23
H 1.51422 -2.02173 0.11726 0.23
C -2.05149 -0.33898 -0.64178 -0.92
N -0.79075 -0.07892 -1.33556 -0.03
C -0.55596 1.37071 -1.65802 -0.88
H -2.13454 -1.37248 -0.31261 0.36
H -2.12296 0.30239 0.23637 0.38
H -2.91873 -0.11178 -1.26135 0.37
H -0.71690 -0.57383 -2.21643 0.39
H 0.05688 -0.40812 -0.75568 0.32
H -1.33110 1.71361 -2.33554 0.39
H 0.43168 1.42531 -2.11164 0.36
H -0.53829 1.93828 -0.73510 0.34
```

Charge   +1



Model B:
Entry from OMol25: a 2-piece molecular cluster, C4H15N2 overall (ωB97M-V with the def2-TZVPD basis set).

Geometry as XYZ:
```
21
Properties=species:S:1:pos:R:3:mulliken_charge:R:1
C 1.91218 -0.40296 -1.18425 -0.89
N 0.74051 -1.00494 -0.49404 0.02
C 1.09066 -2.17719 0.36135 -0.92
H 1.57525 0.19469 -2.02444 0.36
H 2.45500 0.21507 -0.47688 0.34
H 2.57387 -1.18332 -1.54590 0.37
H 0.05720 -1.30467 -1.18558 0.40
H 0.28786 -0.25790 0.14248 0.27
H 1.62983 -2.90539 -0.23686 0.38
H 0.17677 -2.59829 0.76657 0.36
H 1.73857 -1.83583 1.16558 0.38
C -2.35346 1.02554 -0.13522 -1.03
C -1.16004 1.81415 0.37412 -0.39
N -0.26895 0.94230 1.17831 -0.70
H -2.99765 0.74466 0.69858 0.32
H -2.96006 1.63563 -0.79924 0.34
H -2.05805 0.12754 -0.67968 0.26
H -0.57386 2.24027 -0.44299 0.30
H -1.52133 2.66311 0.96062 0.36
H 0.46465 1.50065 1.60396 0.24
H -0.80894 0.56688 1.95350 0.25
```

Charge   +1



Most stable structure among those shown: model B. Next: +10.2 kJ/mol.